Entry P
{"formula": "C5H10N2", "method": "ωB97M-V/def2-TZVPD", "elements": ["C", "C", "N", "C", "C", "C", "N", "H", "H", "H", "H", "H", "H", "H", "H", "H", "H"], "coordinates": [[-2.07505, -0.14625, 0.11722], [-1.10665, -0.22318, -1.03985], [-0.19073, 0.86535, -1.40617], [0.35636, -0.42171, -0.97678], [1.27256, -0.52091, 0.20750], [2.04267, 1.03346, 1.66863], [0.95838, 0.33272, 1.35400], [-2.95131, 0.43755, -0.18457], [-1.67378, 0.31311, 1.02496], [-2.41895, -1.14993, 0.38762], [-1.56839, -0.65727, -1.92490], [-0.11998, 1.56003, -0.66221], [0.81272, -0.97369, -1.79688], [1.50136, -1.54283, 0.51906], [2.86719, 0.28387, 1.61432], [2.19218, -0.05949, -0.17536], [0.10142, 0.86914, 1.27342]], "total_charge": 0, "orbital_gap_ha": 0.33715, "e_homo_ev": -8.3, "e_lumo_ev": 0.8}

Entry Q
{"formula": "C5H10N2", "method": "ωB97M-V/def2-TZVPD", "elements": ["C", "C", "C", "C", "N", "C", "N", "H", "H", "H", "H", "H", "H", "H", "H", "H", "H"], "coordinates": [[1.40182, 0.20309, 0.76503], [0.03185, 0.70154, 1.31739], [-1.18576, 0.33284, 0.54949], [-1.35745, 0.73433, -0.74004], [-2.09126, 0.22085, -1.84709], [-1.08346, -0.65070, -1.76552], [1.42156, -1.13962, 0.26572], [2.06090, 0.27814, 1.62651], [1.73815, 0.94808, 0.03595], [-0.01280, 0.38165, 2.36045], [0.13651, 1.79167, 1.31601], [-1.96488, -0.26891, 1.01064], [-0.84238, 1.66451, -1.02668], [-1.32655, -1.56041, -1.20623], [-0.22284, -0.67895, -2.45579], [2.26502, -1.65993, 0.43747], [1.03154, -1.29817, -0.64332]], "total_charge": 0, "orbital_gap_ha": 0.25301, "e_homo_ev": -7.3, "e_lumo_ev": -0.4}

The data favor entry P; the next most stable structure lies 78.1 kJ/mol above it.

Entry P
{"formula": "CH7O5", "method": "ωB97M-V/def2-TZVPD", "elements": ["O", "C", "O", "H", "H", "H", "O", "H", "H", "O", "H", "H", "O"], "coordinates": [[1.03510, 0.77043, 0.69870], [-0.05240, 0.44068, 1.21038], [-1.06046, -0.04065, 0.64474], [-0.11586, 0.64532, 2.30321], [-3.74091, -1.47923, -0.45715], [-2.53122, -1.22212, 0.46095], [-3.44176, -1.57402, 0.44983], [-0.25865, -0.98683, -0.71034], [1.03303, -0.66542, -1.32848], [0.30703, -1.29045, -1.45772], [2.28316, 1.66681, -0.67369], [3.49072, 1.15188, -1.42461], [3.15819, 1.94566, -0.99085]], "total_charge": -1, "orbital_gap_ha": 0.34299, "e_homo_ev": -5.5, "e_lumo_ev": 3.9}

Entry Q
{"formula": "CH7O5", "method": "ωB97M-V/def2-TZVPD", "elements": ["O", "C", "O", "H", "H", "H", "O", "H", "H", "O", "H", "H", "O"], "coordinates": [[0.38257, 1.20664, -0.36779], [-0.78843, 1.31521, 0.00497], [-1.68767, 0.45665, -0.14300], [-1.07182, 2.22342, 0.53045], [-3.59259, -0.68813, 1.50027], [-2.69534, -0.88676, 0.36310], [-3.39766, -1.36445, 0.86079], [0.59036, -0.52910, -1.49777], [0.12645, -0.93506, -2.88733], [0.77131, -1.19578, -2.17853], [3.77990, 0.88243, 0.95849], [3.40148, -0.57849, 1.50768], [4.18143, 0.09342, 1.34867]], "total_charge": -1, "orbital_gap_ha": 0.33357, "e_homo_ev": -5.2, "e_lumo_ev": 3.8}

The data favor entry P; the next most stable structure lies 47.6 kJ/mol above it.

Entry P
{"formula": "C8H13N2", "method": "ωB97M-V/def2-TZVPD", "elements": ["C", "C", "C", "C", "C", "C", "C", "C", "N", "N", "H", "H", "H", "H", "H", "H", "H", "H", "H", "H", "H", "H", "H"], "coordinates": [[-0.42040, 0.87473, 1.13606], [0.12879, 2.15739, 4.46896], [-1.50546, -0.08944, 0.59987], [-0.78258, -1.18928, -0.16451], [0.87733, 0.73020, -0.95124], [0.59658, 1.23870, 0.31247], [0.02347, -0.50021, -1.43313], [0.81771, -1.62582, -2.11284], [-0.62478, 1.14433, 2.46637], [-0.17342, 1.64637, 3.40226], [0.74843, 1.74492, 5.20868], [-0.29714, 3.10167, 4.81128], [-2.10558, -0.63587, 1.38038], [-2.16546, 0.40865, -0.09374], [-0.15148, -1.87885, 0.43153], [-1.50159, -1.95971, -0.68947], [0.55208, 1.43538, -1.69870], [1.98127, 0.56963, -1.18874], [1.40224, 1.79900, 0.76655], [-0.74810, -0.15657, -2.19300], [1.09573, -1.17185, -3.08631], [0.27363, -2.42363, -2.41001], [1.75351, -1.95907, -1.48422]], "total_charge": 1, "orbital_gap_ha": 0.30102, "e_homo_ev": -13.8, "e_lumo_ev": -5.6, "smiles": "C=[N+]=NC1=CC[C@@H](C)CC1"}

Entry Q
{"formula": "C8H13N2", "method": "ωB97M-V/def2-TZVPD", "elements": ["C", "C", "C", "C", "C", "C", "C", "C", "N", "N", "H", "H", "H", "H", "H", "H", "H", "H", "H", "H", "H", "H", "H"], "coordinates": [[1.34147, -1.59678, 1.91091], [0.39335, -0.50317, 1.58673], [0.47883, -0.30351, 0.25428], [1.89243, -1.64853, -0.20968], [-0.38952, 0.26985, 2.57429], [-0.44998, -0.07911, -1.94919], [-0.99872, 1.51187, -0.31083], [0.12605, 0.60879, -0.79206], [1.95088, -2.23755, 0.96395], [2.51631, -2.03314, -1.22005], [1.75628, -1.81102, 2.92288], [-0.13554, 1.25464, 2.28441], [-0.07603, -0.04723, 3.52552], [-1.46888, 0.01143, 2.33829], [-1.40128, -0.49211, -1.76841], [0.19497, -0.72849, -2.39613], [-0.85168, 0.65509, -2.66353], [-1.39631, 2.10864, -1.11748], [-0.84638, 2.07317, 0.55947], [-1.87605, 1.05859, 0.05904], [1.17030, 1.01552, -1.04333], [2.45665, -1.67756, -2.23687], [3.16424, -2.82458, -1.25121]], "total_charge": 1, "orbital_gap_ha": 0.30081, "e_homo_ev": -13.6, "e_lumo_ev": -5.4}

The data favor entry Q; the next most stable structure lies 64.8 kJ/mol above it.

Entry P
{"formula": "C2H3NOS2", "method": "ωB97M-V/def2-TZVPD", "elements": ["C", "C", "H", "H", "H", "N", "O", "S", "S"], "coordinates": [[0.44745, -0.24930, -0.05897], [-0.85339, 0.88831, 1.99657], [1.02173, -0.73383, -3.85313], [0.18543, -1.18917, 0.32094], [-1.16202, 1.71585, 2.56520], [0.67097, 0.01882, -1.42176], [-1.29220, -0.12906, 2.37903], [0.88362, -1.52284, -2.56949], [0.09839, 1.20121, 0.64160]], "total_charge": 0, "orbital_gap_ha": 0.31802, "e_homo_ev": -9.0, "e_lumo_ev": -0.3, "smiles": "O=CS/C=N/S"}

Entry Q
{"formula": "C2H3NOS2", "method": "ωB97M-V/def2-TZVPD", "elements": ["C", "C", "H", "H", "H", "N", "O", "S", "S"], "coordinates": [[-2.30165, -0.31447, -0.37781], [1.20022, -0.41636, 0.25574], [-1.90428, -0.51082, -1.38789], [-1.70552, 0.55995, 1.33335], [0.71620, -1.26240, 0.74210], [-1.36259, 0.29254, 0.43807], [-3.40753, -0.62186, 0.01599], [0.11002, 0.89650, -0.12675], [2.78377, -0.36367, -0.07010]], "total_charge": 0, "orbital_gap_ha": 0.31576, "e_homo_ev": -9.3, "e_lumo_ev": -0.7, "smiles": "O=CNSC=S"}

The data favor entry Q; the next most stable structure lies 242.7 kJ/mol above it.

Entry P
{"formula": "C2NO4", "method": "ωB97M-V/def2-TZVPD", "elements": ["C", "C", "N", "O", "O", "O", "O"], "coordinates": [[0.98952, 1.73523, -0.19178], [-1.03442, -1.72496, 0.18737], [1.55669, 2.56135, -0.96206], [-2.13599, -1.28988, 0.43222], [0.11630, -1.26075, -0.11062], [-0.58558, -2.93924, 0.17356], [1.09348, 2.91825, 0.47130]], "total_charge": -1, "orbital_gap_ha": [0.35662, 0.16927], "e_homo_ev": [-5.7, -4.4], "e_lumo_ev": [4.0, 0.2]}

Entry Q
{"formula": "C2NO4", "method": "ωB97M-V/def2-TZVPD", "elements": ["C", "C", "N", "O", "O", "O", "O"], "coordinates": [[-1.39524, 0.10999, 0.11430], [1.73558, 0.02684, 0.08414], [-1.96241, 1.22097, 0.06692], [1.80283, 0.93555, 0.78160], [-1.35595, -2.25712, 0.24057], [1.80127, -0.88924, -0.59552], [-0.62608, 0.85301, -0.69202]], "total_charge": -1, "orbital_gap_ha": [0.28964, 0.28932], "e_homo_ev": [-4.7, -4.7], "e_lumo_ev": [3.2, 3.1]}

The data favor entry P; the next most stable structure lies 59.1 kJ/mol above it.

Entry P
{"formula": "C3H14O5", "method": "ωB97M-V/def2-TZVPD", "elements": ["O", "C", "C", "C", "H", "H", "H", "H", "H", "H", "H", "H", "O", "H", "H", "O", "H", "H", "O", "H", "H", "O"], "coordinates": [[1.03430, 0.16050, 1.98187], [0.18342, 1.01125, 1.91928], [-1.30852, 0.73680, 1.99503], [-1.69373, 0.07606, 3.31292], [0.46556, 2.08248, 1.83948], [-1.62610, 0.10839, 1.16056], [-1.81045, 1.70043, 1.85114], [-2.02142, 0.75482, 4.09665], [-0.99109, -0.62333, 3.75664], [-2.57222, -0.56264, 3.13083], [-0.16638, 0.30639, -3.28636], [-0.70297, -1.16389, -3.53112], [0.06424, -0.58235, -3.56589], [2.30649, 0.76322, -0.18090], [2.08518, -0.12876, -1.42217], [1.69604, 0.61161, -0.91112], [-1.43734, -0.38505, -1.02827], [-0.27098, -1.26904, -0.79804], [-1.22002, -1.32501, -1.00048], [3.36351, -0.40091, -3.17454], [1.89158, -0.81839, -3.29223], [2.73089, -1.05258, -2.85328]], "total_charge": 0, "orbital_gap_ha": 0.38186, "e_homo_ev": -9.8, "e_lumo_ev": 0.6, "smiles": "CCC=O.O.O.O.O"}

Entry Q
{"formula": "C3H14O5", "method": "ωB97M-V/def2-TZVPD", "elements": ["O", "C", "C", "C", "H", "H", "H", "H", "H", "H", "H", "H", "O", "H", "H", "O", "H", "H", "O", "H", "H", "O"], "coordinates": [[-0.67572, 3.70572, 0.86413], [-1.11426, 2.57822, 0.74704], [-0.41881, 1.18966, 0.35975], [-1.27804, -0.06876, 0.38261], [-2.19722, 2.41114, 0.97992], [0.32944, 0.97023, 1.21838], [0.21899, 1.36958, -0.57988], [-1.66702, -0.20735, -0.67929], [-2.15577, 0.05631, 1.04857], [-0.72290, -0.91109, 0.46837], [-0.68365, -1.19936, -3.04639], [0.55976, -0.79533, -2.07946], [-0.08200, -1.54992, -2.19257], [-0.06487, -2.01136, 1.43885], [0.48916, -1.32374, 2.76466], [-0.09392, -2.05946, 2.46842], [0.91275, -3.71210, 1.44336], [0.73554, -4.04198, 0.00754], [1.13915, -3.46737, 0.63059], [1.79792, 2.21401, -2.85712], [2.66633, 1.16950, -2.97639], [1.79352, 1.34814, -2.53151]], "total_charge": 0, "orbital_gap_ha": 0.36667, "e_homo_ev": -9.7, "e_lumo_ev": 0.3, "smiles": "CCC=O.O.O.O.O"}

The data favor entry P; the next most stable structure lies 192.6 kJ/mol above it.